Arrangement P

{"formula": "C12H28BrN4O5PTeTi", "method": "ωB97M-V/def2-TZVPD", "total_charge": 1, "gap_ev": [6.458, 6.457], "homo_ev": [-9.7, -9.7], "spin_multiplicity": 2, "s_squared": 0.7543, "symbols": ["Ti", "C", "C", "N", "O", "C", "C", "N", "O", "H", "H", "H", "H", "H", "H", "H", "N", "C", "C", "N", "C", "C", "H", "H", "H", "H", "H", "H", "H", "H", "H", "H", "H", "C", "C", "O", "P", "O", "Te", "O", "C", "C", "H", "H", "H", "H", "H", "H", "H", "H", "H", "H", "Br"], "xyz": [[0.48811, 0.13628, -0.20092], [3.01960, -3.50196, 0.34204], [1.98361, -2.46991, 0.05991], [2.15544, -1.19784, 0.22091], [3.34079, -0.85672, 0.85915], [0.65270, -2.86073, -0.38394], [0.22660, -4.24382, -0.73502], [-0.14877, -1.82838, -0.39738], [-1.38388, -1.86973, -0.68448], [4.00267, -3.06151, 0.46547], [3.02928, -4.22837, -0.47082], [2.75878, -4.04920, 1.25095], [3.46718, 0.07520, 0.60196], [0.42403, -4.95148, 0.07222], [0.74491, -4.60867, -1.62445], [-0.84163, -4.23318, -0.94103], [-2.15537, 0.95574, 3.74957], [-0.83945, 1.68471, 3.82175], [-0.13926, 1.54004, 2.48520], [0.02315, 0.14151, 2.04532], [-1.20880, -0.66664, 2.17717], [-1.91241, -0.50992, 3.51024], [-2.70772, 1.33298, 2.97245], [-2.69776, 1.09933, 4.60147], [-0.28883, 1.23641, 4.64864], [-1.04012, 2.72974, 4.04896], [0.84113, 2.01067, 2.52957], [-0.70721, 2.06194, 1.71306], [0.80049, -0.29990, 2.53031], [-0.96408, -1.71616, 2.02601], [-1.88534, -0.39200, 1.36339], [-1.32006, -0.86096, 4.35521], [-2.87333, -1.02055, 3.50523], [1.29322, -0.66615, -3.54646], [-0.16009, -0.31320, -3.35743], [-0.26649, 0.50624, -2.15656], [-1.72873, 1.23618, -1.67540], [-1.23356, 1.22567, -0.19237], [-3.65283, 0.23705, -2.33927], [-1.59649, 2.69663, -2.24367], [-0.45168, 3.55625, -2.00982], [-0.71434, 4.86682, -2.70413], [1.41410, -1.24450, -4.46236], [1.66326, -1.27699, -2.71877], [1.90849, 0.23053, -3.62255], [-0.79960, -1.18368, -3.21257], [-0.54979, 0.27514, -4.18748], [0.43779, 3.05951, -2.39847], [-0.32791, 3.67982, -0.93308], [-0.85736, 4.71396, -3.77291], [0.13630, 5.53400, -2.56218], [-1.60460, 5.34778, -2.30098], [2.24587, 1.94201, -0.12166]], "mulliken_spin": [0.931, -0.002, 0.029, -0.027, -0.001, 0.066, -0.001, -0.071, 0.009, 0.001, 0.001, 0.002, 0.001, 0.002, 0.002, 0.000, 0.000, 0.002, -0.001, 0.019, -0.006, 0.002, 0.000, 0.000, 0.000, 0.000, -0.004, 0.009, 0.004, -0.002, 0.003, 0.000, 0.000, 0.013, 0.003, 0.031, 0.003, -0.006, -0.001, 0.000, 0.001, 0.000, 0.001, 0.002, -0.002, -0.001, -0.002, 0.000, 0.000, 0.000, 0.000, 0.000, -0.007]}


Arrangement Q

{"formula": "C12H28BrN4O5PTeTi", "method": "ωB97M-V/def2-TZVPD", "total_charge": 1, "gap_ev": [7.041, 7.072], "homo_ev": [-10.0, -10.0], "spin_multiplicity": 2, "s_squared": 0.7581, "symbols": ["Ti", "C", "C", "N", "O", "C", "C", "N", "O", "H", "H", "H", "H", "H", "H", "H", "N", "C", "C", "N", "C", "C", "H", "H", "H", "H", "H", "H", "H", "H", "H", "H", "H", "C", "C", "O", "P", "O", "Te", "O", "C", "C", "H", "H", "H", "H", "H", "H", "H", "H", "H", "H", "Br"], "xyz": [[-0.69850, -0.89596, 0.93328], [3.75356, -1.29292, -2.33772], [2.45374, -0.99006, -1.63568], [1.48376, -0.34837, -2.15790], [1.52114, 0.05118, -3.47358], [2.25829, -1.45016, -0.20418], [3.38989, -2.09116, 0.53215], [1.12351, -1.24786, 0.29620], [0.88334, -1.53597, 1.60077], [4.15203, -0.40702, -2.84033], [3.62494, -2.08780, -3.07730], [4.52093, -1.61836, -1.64405], [2.33264, -0.25796, -3.89800], [3.78658, -2.93539, -0.03599], [3.06276, -2.44997, 1.49870], [4.20867, -1.38100, 0.68114], [-2.71279, 0.63258, -3.51332], [-2.05150, 1.68358, -2.64613], [-1.93652, 1.14317, -1.23996], [-1.18051, -0.12319, -1.16463], [-1.78057, -1.13329, -2.06477], [-1.90251, -0.64756, -3.49486], [-2.84003, 0.96839, -4.46659], [-3.64428, 0.44322, -3.13830], [-2.66024, 2.58366, -2.68078], [-1.08211, 1.87645, -3.10434], [-2.92629, 0.97930, -0.81670], [-1.46921, 1.90575, -0.62391], [-0.22690, 0.03147, -1.49552], [-2.74849, -1.42477, -1.65837], [-1.16586, -2.02731, -2.05678], [-2.40749, -1.37206, -4.12975], [-0.93406, -0.39544, -3.92625], [1.90405, 1.96458, 1.03842], [0.67431, 2.23050, 1.86046], [-0.30461, 1.17997, 1.61545], [-1.83227, 1.26865, 2.27753], [-2.31358, -0.01263, 1.54705], [-2.88796, 3.28140, 1.95943], [-1.60168, 0.96439, 3.78926], [-1.09806, -0.31373, 4.27715], [-1.22090, -0.31812, 5.77767], [2.62545, 2.76606, 1.20682], [1.66766, 1.93308, -0.02847], [2.37189, 1.01861, 1.31885], [0.19840, 3.17343, 1.60472], [0.89882, 2.23559, 2.92585], [-0.05903, -0.40960, 3.96497], [-1.68743, -1.11266, 3.83403], [-0.66809, 0.51405, 6.21285], [-0.81198, -1.25165, 6.17246], [-2.26525, -0.24049, 6.08045], [-1.77767, -3.05660, 0.54850]], "mulliken_spin": [0.965, 0.002, 0.015, 0.029, 0.005, 0.064, -0.005, -0.061, -0.027, -0.001, -0.001, 0.000, 0.000, 0.002, 0.001, 0.005, 0.000, 0.000, 0.018, -0.026, 0.015, 0.001, 0.000, 0.000, 0.000, 0.000, -0.002, -0.001, -0.019, 0.001, -0.002, 0.000, 0.000, 0.015, -0.005, -0.001, -0.006, 0.001, -0.001, -0.001, 0.000, 0.000, 0.000, -0.005, 0.000, 0.001, 0.001, 0.003, 0.001, 0.000, 0.000, 0.000, 0.017]}


Least stable structure: arrangement P